Entry from the OMol25 dataset: a molecular structure, C72H66N9O5PSSiTi in a non-equilibrium geometry (ωB97M-V/def2-TZVPD).

XYZ file:
```
156
Properties=species:S:1:pos:R:3:forces:R:3:lowdin_charge:R:1
Ti -1.316700 -0.195104 -0.244704 -2.0 0.7 1.3 1.048
C 1.528290 -1.970725 4.073697 0.1 -0.1 0.1 -0.049
N 0.506983 -1.186903 3.409337 -0.3 0.0 -0.3 -0.069
C 0.409502 -0.998496 2.063677 0.4 0.4 0.6 -0.459
N -0.761660 -0.414606 1.766529 0.5 -0.4 0.1 0.026
C -1.466894 -0.222490 2.958529 0.0 0.0 0.1 -0.156
C -0.665977 -0.763722 3.987480 0.0 0.1 -0.2 -0.116
C -1.005240 -1.007803 5.388149 -0.1 0.0 0.1 -0.178
C -2.277193 -1.499830 5.704780 0.1 -0.1 0.0 -0.011
C -2.625443 -1.748629 7.016648 0.0 0.0 0.1 -0.075
C -1.723922 -1.509268 8.049371 0.1 0.0 0.0 -0.111
C -0.469468 -1.001294 7.751045 0.0 0.0 0.1 -0.104
C -0.116921 -0.743932 6.433454 0.0 0.0 0.0 -0.061
C -2.673209 0.495738 3.157912 0.0 0.1 0.0 -0.154
C -2.749259 1.245948 4.349991 0.0 0.0 0.0 -0.105
C -3.753658 2.005679 4.890810 0.1 0.0 0.0 -0.122
C -5.116547 2.138127 4.450867 -0.2 0.0 0.0 -0.149
C -5.779683 1.414875 3.535786 0.0 0.0 0.0 -0.111
C -5.204019 0.263771 2.772587 -0.1 0.0 -0.1 -0.254
P 1.931389 -1.264085 1.135769 -0.1 -0.2 -0.5 1.181
C 1.273651 -2.384729 -0.138229 -0.1 0.2 -0.1 -0.443
N 0.025026 -2.792606 -0.084818 -0.1 -0.2 0.3 0.124
C -0.063694 -3.908260 -0.883047 0.2 0.2 -0.2 -0.175
C 1.155566 -4.137832 -1.473641 0.1 0.1 0.3 -0.118
N 2.006320 -3.161631 -0.975046 -0.3 -0.1 -0.1 -0.046
C 3.363665 -2.916665 -1.405528 0.2 0.0 0.0 -0.012
C 1.661340 -5.245679 -2.298021 -0.1 0.1 -0.2 -0.155
C 2.611329 -6.125744 -1.779328 0.0 0.0 0.0 -0.032
C 3.082159 -7.181767 -2.539327 0.0 -0.1 -0.1 -0.090
C 2.604870 -7.375412 -3.828872 0.0 0.0 0.0 -0.097
C 1.663474 -6.502685 -4.355833 0.1 -0.1 0.0 -0.071
C 1.197348 -5.440782 -3.597834 0.0 0.0 0.1 -0.021
C -1.263084 -4.758088 -0.864542 -0.1 -0.1 0.0 -0.167
C -1.853248 -5.024607 0.368439 -0.1 0.1 0.0 -0.032
C -2.970284 -5.839399 0.454083 0.0 0.0 0.0 -0.097
C -3.506710 -6.402144 -0.694412 0.0 0.0 0.0 -0.102
C -2.931408 -6.130919 -1.927617 0.0 0.0 0.0 -0.086
C -1.820545 -5.308825 -2.014607 0.1 0.0 0.0 -0.036
C 2.510048 0.222482 0.226404 -0.1 0.1 -0.1 -0.438
N 2.323673 0.606031 -1.028087 0.5 0.0 0.4 0.160
C 3.245916 1.610435 -1.256097 -0.3 -0.3 0.0 -0.177
C 3.999685 1.814347 -0.125630 -0.1 0.1 0.0 -0.144
N 3.521943 0.943713 0.811102 0.1 -0.3 -0.1 -0.064
C 3.971373 0.872030 2.184938 0.0 0.1 0.1 -0.031
C 5.120567 2.729734 0.144013 0.0 0.1 0.0 -0.180
C 4.946792 4.109095 0.062012 -0.1 0.0 0.0 -0.008
C 6.012848 4.962750 0.292169 0.0 0.0 0.0 -0.066
C 7.263395 4.451715 0.605940 0.0 0.0 0.0 -0.096
C 7.448650 3.079204 0.678951 0.0 0.0 0.0 -0.092
C 6.384044 2.224848 0.444598 0.0 0.0 0.0 -0.051
C 3.355182 2.320687 -2.540491 -0.1 -0.1 0.0 -0.151
C 4.578624 2.810877 -2.995459 0.1 -0.1 0.0 -0.039
C 4.661580 3.489748 -4.198345 0.0 0.0 0.0 -0.092
C 3.525564 3.686773 -4.967429 0.1 0.0 -0.1 -0.095
C 2.306539 3.202227 -4.522789 -0.1 0.0 0.0 -0.072
C 2.216515 2.528789 -3.314298 0.1 0.0 0.0 -0.009
H 1.822732 -2.804708 3.440315 0.0 0.0 0.0 0.072
H 1.111798 -2.359503 4.998480 0.0 0.0 0.0 0.084
H 2.407131 -1.364884 4.301726 0.0 0.0 0.1 0.080
H -2.987993 -1.660169 4.906083 0.0 0.0 -0.1 0.098
H -3.616273 -2.125097 7.236492 0.0 0.0 0.0 0.100
H -2.008262 -1.692401 9.077923 0.0 0.0 0.0 0.089
H 0.234880 -0.782600 8.544475 0.0 0.0 0.0 0.092
H 0.844144 -0.291159 6.221104 0.0 0.0 0.0 0.109
H -1.823961 1.291971 4.916151 0.0 0.0 0.0 0.101
H -3.482363 2.608415 5.749207 0.0 0.0 0.0 0.068
H -5.678509 2.927049 4.945520 0.0 0.0 0.0 0.083
H -6.809602 1.677035 3.322196 0.0 0.0 0.0 0.083
H -5.858813 0.086823 1.905721 0.0 0.0 0.0 0.145
H 3.437264 -3.105466 -2.476181 0.0 0.0 0.0 0.096
H 4.069043 -3.561818 -0.879205 0.0 0.0 0.0 0.088
H 3.609967 -1.872349 -1.221430 0.0 0.0 0.0 0.076
H 2.964894 -5.984504 -0.765604 0.0 0.0 0.0 0.117
H 3.813928 -7.861041 -2.121654 0.0 0.0 0.0 0.097
H 2.964857 -8.207112 -4.420156 0.0 0.0 0.0 0.095
H 1.293311 -6.641674 -5.362803 0.0 0.0 0.0 0.103
H 0.488352 -4.742510 -4.016445 -0.1 0.1 0.0 0.093
H -1.448570 -4.555577 1.255244 0.0 0.0 0.0 0.116
H -3.426409 -6.023592 1.418111 0.0 0.0 0.0 0.101
H -4.381174 -7.037629 -0.630502 0.0 0.0 0.0 0.094
H -3.365743 -6.540385 -2.831276 0.0 0.0 0.0 0.098
H -1.415236 -5.047013 -2.980075 0.0 0.0 0.0 0.094
H 3.762079 1.813840 2.693480 0.0 0.0 0.0 0.102
H 5.039253 0.660878 2.230126 0.0 0.0 0.0 0.083
H 3.429784 0.077059 2.691896 0.0 0.1 0.0 0.038
H 3.975638 4.512336 -0.189248 -0.1 0.0 0.0 0.114
H 5.858665 6.030371 0.228369 0.0 0.1 0.0 0.107
H 8.092599 5.121984 0.788770 0.0 0.0 0.0 0.096
H 8.425041 2.673054 0.908598 0.0 0.0 0.0 0.096
H 6.536268 1.152727 0.469945 0.0 0.0 0.0 0.113
H 5.476860 2.651019 -2.414730 0.0 0.0 0.0 0.106
H 5.618601 3.868338 -4.534027 0.0 0.0 0.0 0.096
H 3.588410 4.225684 -5.903576 0.0 0.0 0.0 0.097
H 1.415708 3.359517 -5.112917 -0.1 0.0 0.0 0.096
H 1.264290 2.177083 -2.944885 -0.1 -0.1 0.0 0.096
O -3.033907 0.496521 -0.077366 -0.4 0.4 -0.5 -0.203
C -3.541407 -0.241907 0.936562 1.1 0.0 -0.1 -0.291
C -3.795291 0.589745 2.150248 0.2 0.0 0.1 -0.151
C -5.194980 -0.994955 3.582658 0.0 0.0 0.0 -0.090
C -4.877516 -2.198738 3.069205 -0.1 0.0 0.2 -0.156
C -4.414823 -2.484178 1.751754 0.1 0.2 -0.3 -0.078
C -3.862508 -1.610212 0.804925 -0.3 -0.4 0.0 -0.174
C -3.549420 -2.233381 -0.474827 0.1 0.1 0.0 -0.053
N -2.585879 -1.741995 -1.145100 0.1 -0.1 -0.1 -0.067
N -2.252398 -2.224972 -2.388487 0.1 0.0 -0.1 0.120
C -1.197541 -1.559624 -2.750824 -0.1 0.1 -0.2 -0.442
O -0.673816 -0.588653 -2.055958 0.5 -0.3 -0.5 -0.165
C -0.523012 -1.953871 -4.012118 0.0 -0.1 0.0 -0.141
C -1.234140 -2.525202 -5.066082 0.0 0.0 0.1 -0.033
C -0.566213 -2.933014 -6.208909 0.0 0.0 0.0 -0.095
C 0.812357 -2.780257 -6.305805 -0.1 0.0 0.0 -0.107
C 1.520817 -2.220924 -5.253557 0.0 0.0 0.0 -0.087
C 0.856306 -1.809329 -4.109582 0.0 0.1 0.0 -0.026
H -3.861186 1.616799 1.773544 0.0 -0.1 0.0 0.139
H -5.498773 -0.921139 4.619633 0.0 0.0 0.1 0.098
H -5.002586 -3.065930 3.716637 0.0 0.0 0.0 0.088
H -4.422986 -3.526573 1.455543 0.0 -0.1 0.0 0.063
H -4.112669 -3.094652 -0.840395 0.0 0.1 0.0 0.138
H -2.305372 -2.637622 -4.971597 0.0 0.0 0.0 0.111
H -1.123279 -3.362995 -7.032284 0.0 0.0 0.0 0.096
H 1.330355 -3.094301 -7.202778 0.0 0.0 0.0 0.094
H 2.593290 -2.095360 -5.325828 0.0 0.0 0.0 0.101
H 1.388328 -1.369937 -3.278562 0.1 0.2 0.1 0.106
N -2.665926 2.174288 -3.040138 -0.1 -0.3 -0.1 0.098
C -2.420301 3.527659 -2.768054 0.1 0.0 -0.1 -0.353
C -3.237623 4.287860 -1.941770 0.0 -0.1 0.0 -0.042
C -2.962734 5.635342 -1.731654 -0.1 0.0 0.1 -0.071
C -1.881439 6.248727 -2.333294 0.1 0.1 -0.1 -0.283
C -1.061272 5.489477 -3.158471 0.0 0.0 0.0 -0.070
C -1.325523 4.151910 -3.372750 0.0 0.1 0.1 -0.048
S -1.523978 7.993169 -2.108657 0.0 0.1 0.0 0.392
O -2.473097 8.447968 -1.098696 0.0 -0.1 -0.1 -0.388
O -0.128115 8.029168 -1.680652 -0.1 -0.1 0.0 -0.388
O -1.733519 8.585470 -3.427739 0.0 -0.1 0.0 -0.389
H -1.819657 1.684986 -3.307124 -0.1 0.0 0.1 0.069
H -3.129159 1.655608 -2.300383 0.0 0.2 0.0 0.066
H -4.082317 3.819955 -1.450777 0.0 0.0 0.0 0.110
H -3.590295 6.228370 -1.080814 0.0 0.0 0.0 0.105
H -0.205355 5.959941 -3.625273 0.0 0.0 0.0 0.112
H -0.680661 3.566964 -4.014833 0.1 -0.1 -0.1 0.083
C 0.704013 2.318221 2.595847 0.1 -0.1 -0.1 -0.159
Si -0.162912 3.025000 1.053548 0.0 0.1 0.2 0.455
C 1.045404 4.304682 0.372785 0.0 -0.1 0.0 -0.158
C -1.672861 3.940096 1.689636 0.1 -0.1 0.0 -0.147
C -0.618416 1.844418 -0.311940 0.0 -0.3 -0.1 -0.293
H 1.322504 3.102940 3.038069 0.0 0.1 0.1 0.028
H 1.347647 1.461815 2.383238 0.0 0.0 0.0 -0.016
H -0.024533 2.003302 3.340379 -0.1 0.0 0.0 0.017
H 1.350299 5.013057 1.143937 0.0 0.1 0.1 0.032
H 0.606618 4.874761 -0.445185 -0.1 0.0 -0.1 0.033
H 1.939106 3.800756 -0.002590 0.1 0.0 -0.1 -0.008
H -1.434712 4.499758 2.594958 0.0 0.1 0.1 0.032
H -2.488317 3.261122 1.934021 -0.1 -0.1 0.0 0.014
H -2.022334 4.648158 0.938493 -0.1 0.1 -0.1 0.023
H -1.521806 2.330701 -0.706152 0.0 -0.1 0.0 -0.009
H 0.137876 1.932007 -1.098802 0.1 -0.1 0.0 -0.023
```
Forces are in eV/Å.

Its charge is -2. As for the HOMO-LUMO gap (alpha / beta): 4.0991 / 4.1400 eV. The value obtained for the energy above the lowest of the compared OMol25 structures with the same formula, charge and spin is 0.0 kJ/mol. As for the LUMO energy (alpha / beta): 3.003 / 3.002 eV. Its max |F| is 2.47 eV/A.